(1)
ORCA calculation (ωB97M-V/def2-TZVPD) on a structure of composition C27H48BF4IN5OTeV in a non-equilibrium geometry.

Electronic energy (a.u.): -3340.7855
LUMO energy (spin up / spin down) (eV): -0.06 / -0.11
Orbital gap (spin up / spin down) (eV): 6.6 / 6.6
HOMO (spin up / spin down) (eV): -6.69 / -6.69
Energy above the lowest of the compared OMol25 structures with the same formula, charge and spin (kcal/mol): 15.70
Charge: 0
Multiplicity: 3
⟨S²⟩: 2.01

Structure (XYZ):
```
89
Properties=species:S:1:pos:R:3:mulliken_charge:R:1
V 14.498 2.858 14.245 0.70
N 16.682 1.259 17.361 0.01
C 18.025 0.656 17.230 -0.50
C 18.927 1.455 16.286 -0.71
C 18.466 1.397 14.824 -0.50
C 17.314 2.367 14.437 -0.60
N 16.013 1.760 14.879 0.54
H 16.574 2.158 17.857 0.34
H 16.020 0.675 17.818 0.37
H 17.936 -0.405 16.854 0.24
H 18.481 0.586 18.227 0.39
H 19.965 1.111 16.344 0.38
H 19.029 2.503 16.630 0.28
H 18.162 0.365 14.458 0.07
H 19.364 1.723 14.265 0.38
H 17.310 2.641 13.337 0.33
H 17.476 3.292 15.025 0.37
H 16.263 1.393 16.307 -0.27
H 15.985 0.794 14.528 -0.15
I 14.509 4.381 17.118 -0.10
C 14.658 4.625 15.028 -1.22
H 15.672 5.111 14.818 0.39
H 13.814 5.288 14.835 0.55
N 12.472 0.314 11.463 -0.42
C 12.892 1.470 10.694 -0.76
C 13.094 2.785 11.525 -0.68
N 14.358 2.905 12.211 -0.45
H 11.799 -0.181 10.842 0.27
H 11.856 0.417 13.093 0.40
H 13.263 -0.296 11.626 0.00
H 12.111 1.690 9.937 0.42
H 13.824 1.233 10.060 0.29
H 12.303 2.870 12.307 0.23
H 12.835 3.626 10.921 0.55
H 14.873 3.791 12.246 0.45
H 15.006 2.165 11.878 0.22
F 14.165 -0.451 13.557 0.27
B 15.333 -1.148 13.348 -0.28
F 16.096 -1.100 14.600 -0.48
F 16.136 -0.545 12.302 -0.44
F 15.004 -2.516 13.025 0.00
C 12.187 0.518 16.386 -1.09
C 12.296 0.946 14.958 0.74
O 11.569 0.206 14.089 -0.59
N 13.007 1.973 14.585 -0.54
Te 14.398 -5.435 12.787 0.14
C 14.637 -5.678 10.614 -0.43
C 15.902 -5.589 9.992 1.14
C 16.998 -4.838 10.700 -1.20
C 16.054 -6.046 8.679 -0.86
C 14.955 -6.523 7.964 0.95
C 15.137 -6.882 6.512 -1.49
C 13.669 -6.576 8.581 -1.17
C 13.494 -6.148 9.906 1.17
C 12.107 -6.088 10.469 -1.46
C 16.103 -6.659 13.505 -0.59
C 17.157 -5.992 14.086 1.40
C 17.014 -4.564 14.535 -1.40
C 18.273 -6.753 14.559 -1.04
C 18.251 -8.125 14.418 0.84
C 19.520 -8.871 14.873 -1.57
C 17.176 -8.788 13.836 -0.87
C 16.081 -8.088 13.383 0.72
C 14.723 -8.764 13.119 -1.23
H 11.364 -0.156 16.565 0.37
H 12.080 1.499 16.836 0.35
H 13.151 0.049 16.709 0.09
H 16.662 -3.901 11.257 0.03
H 17.759 -4.574 10.040 0.51
H 17.421 -5.392 11.564 0.13
H 16.957 -5.945 8.082 0.33
H 14.262 -6.962 5.931 0.39
H 15.523 -7.936 6.426 0.28
H 15.890 -6.143 6.085 0.31
H 12.825 -6.723 7.980 0.37
H 11.304 -6.145 9.732 0.41
H 11.912 -5.156 11.078 0.25
H 11.962 -6.914 11.245 0.27
H 16.197 -4.539 15.329 0.28
H 16.773 -3.833 13.796 0.10
H 17.935 -4.260 15.014 0.46
H 19.115 -6.318 15.072 0.35
H 19.835 -8.491 15.847 0.36
H 20.404 -8.715 14.204 0.28
H 19.341 -9.928 14.949 0.38
H 17.225 -9.826 13.748 0.43
H 14.682 -9.856 13.287 0.37
H 14.418 -8.537 12.048 0.19
H 13.934 -8.270 13.733 0.30
```

=====

(2)
ORCA calculation (ωB97M-V/def2-TZVPD) on a cluster of 7 separate species, C27H48Br12N3O2 in total in a non-equilibrium geometry.

Electronic energy (a.u.): -32260.2873
LUMO energy (eV): -1.92
Orbital gap (eV): 9.7
HOMO (eV): -11.63
Charge: +1

Structure (XYZ):
```
92
Properties=species:S:1:pos:R:3:mulliken_charge:R:1
N -1.644 0.284 -1.331 -0.54
C -1.682 -0.938 -0.484 -0.06
C -1.382 -2.234 -1.228 -0.81
C -0.074 -2.216 -2.030 -1.00
C 1.143 -1.720 -1.231 -0.30
N 1.769 -0.514 -1.870 0.18
C 2.031 0.526 -0.816 -0.98
C 2.718 1.705 -1.495 -0.49
N 4.072 1.319 -1.868 -0.22
C 4.229 -0.091 -2.210 -1.48
C 2.980 -0.811 -2.723 0.39
O 2.594 -0.616 -4.064 -0.45
C 3.261 0.363 -4.803 0.00
O 4.335 0.178 -5.329 -0.51
C 2.538 1.670 -5.006 0.58
C 1.240 1.587 -5.470 -0.15
C 0.541 2.741 -5.704 -0.87
C 1.135 3.948 -5.447 -0.26
C 2.424 4.058 -4.998 0.18
C 3.117 2.887 -4.790 -0.37
H -2.619 0.533 -1.488 0.22
H -1.333 1.025 -0.708 0.25
H -0.982 -0.784 0.347 0.26
H -2.673 -1.042 -0.024 0.04
H -2.199 -2.391 -1.942 0.37
H -1.416 -3.076 -0.530 0.23
H 0.132 -3.251 -2.320 0.33
H -0.224 -1.687 -2.975 0.52
H 0.807 -1.400 -0.244 -0.02
H 1.841 -2.532 -1.055 0.45
H 1.062 -0.109 -2.494 0.52
H 1.074 0.882 -0.438 0.42
H 2.635 0.067 -0.034 0.49
H 2.785 2.499 -0.742 0.51
H 2.107 2.109 -2.317 0.17
H 4.489 1.933 -2.550 0.43
H 4.511 -0.608 -1.280 0.37
H 5.090 -0.222 -2.863 0.49
H 3.180 -1.879 -2.612 0.42
H 0.807 0.613 -5.665 0.50
H -0.475 2.663 -6.069 0.42
H 0.580 4.870 -5.600 0.44
H 2.912 5.022 -4.793 -0.31
H 4.149 2.973 -4.457 0.55
Br 1.204 -2.005 3.001 -0.09
C 1.078 -3.637 1.948 0.32
C 2.341 -4.455 2.012 -0.73
Br 3.734 -3.674 0.892 -0.18
H 0.825 -3.334 0.936 -0.31
H 0.248 -4.189 2.376 0.09
H 2.167 -5.449 1.606 0.40
H 2.754 -4.543 3.011 0.49
Br -5.272 -0.079 -0.703 -0.12
C -6.504 -1.063 0.437 -0.60
C -5.870 -1.408 1.759 -0.44
Br -4.626 -2.896 1.586 -0.14
H -6.825 -1.935 -0.123 0.49
H -7.353 -0.397 0.580 0.37
H -6.624 -1.747 2.467 0.41
H -5.314 -0.582 2.194 0.07
Br 0.699 -6.159 4.391 -0.11
C -1.104 -6.848 4.132 -0.58
C -1.203 -7.675 2.878 -0.58
Br -1.253 -6.555 1.284 -0.13
H -1.771 -5.992 4.129 0.36
H -1.306 -7.459 5.009 0.37
H -2.135 -8.235 2.863 0.37
H -0.370 -8.360 2.755 0.37
Br -4.787 3.401 2.280 -0.09
C -6.024 2.426 3.422 -0.46
C -5.393 2.076 4.744 -0.58
Br -4.156 0.581 4.571 -0.11
H -6.349 1.553 2.864 0.17
H -6.869 3.095 3.567 0.38
H -6.149 1.741 5.452 0.35
H -4.835 2.899 5.179 0.38
Br 3.635 7.066 -5.009 -0.14
C 3.673 7.722 -3.173 -0.63
C 2.317 8.203 -2.730 -0.56
Br 1.894 9.942 -3.488 -0.11
H 4.433 8.495 -3.132 0.42
H 3.992 6.871 -2.572 0.33
H 2.299 8.348 -1.652 0.35
H 1.514 7.530 -3.017 0.33
Br 1.131 0.893 5.443 -0.15
C -0.159 -0.097 6.514 -0.47
C 0.346 -0.326 7.914 -0.60
Br 1.681 -1.740 7.966 -0.13
H -0.366 -1.021 5.983 0.31
H -1.054 0.521 6.526 0.26
H -0.461 -0.669 8.557 0.37
H 0.803 0.557 8.349 0.38
```

=====

(3)
ORCA calculation (ωB97M-V/def2-TZVPD) on the molecule C27H48Br2FN2O5P in a non-equilibrium geometry.

Electronic energy (a.u.): -7132.4051
SMILES: CCN(CC[C@]1([C@H](C)F)C(=O)O[C@@](CCCCNC(C)=O)(P(C)C)[C@@]1(CCCOC)[C@H](Br)[C@@H](C)Br)C(C)=O
LUMO energy (eV): 0.45
Orbital gap (eV): 8.1
HOMO (eV): -7.65
Charge: 0

Structure (XYZ):
```
86
Properties=species:S:1:pos:R:3:mulliken_charge:R:1
C 7.184 0.469 -0.417 -1.29
C 5.752 -0.078 -0.154 -0.54
N 4.891 1.040 0.232 0.37
C 3.522 0.563 0.663 -1.16
C 2.531 1.325 -0.263 -1.06
C 1.045 1.323 0.193 2.74
C 0.865 2.675 0.910 -0.06
C 1.011 3.952 0.039 -1.64
F 1.866 2.821 1.876 -0.37
C 0.888 0.279 1.368 -1.69
O 1.220 0.325 2.494 -0.49
O 0.159 -0.845 0.992 -0.54
C -0.954 -0.261 0.189 3.05
C -1.622 -1.506 -0.492 -1.23
C -3.077 -1.917 -0.175 -1.47
C -4.255 -0.995 -0.626 -0.24
C -5.297 -0.930 0.501 -0.81
N -6.209 -2.111 0.497 -0.33
C -6.487 -2.586 1.834 0.52
C -6.868 -1.642 2.969 -0.92
O -6.418 -3.733 2.047 -0.49
P -2.136 0.213 1.594 0.78
C -1.934 1.704 2.634 -1.40
C -1.854 -1.120 2.873 -1.45
C -0.104 0.696 -0.727 1.79
C 0.592 -0.110 -1.889 -2.06
C 1.571 -1.258 -1.574 -0.73
C 1.119 -2.708 -1.833 -1.24
O 0.198 -2.857 -2.896 -0.40
C -0.686 -3.940 -2.722 -0.50
C -0.777 1.849 -1.546 -1.13
Br -2.147 2.866 -0.525 -0.06
C -1.422 1.685 -2.951 -0.33
C -0.424 1.807 -4.150 -1.32
Br -2.675 0.250 -3.318 -0.06
C 5.434 1.802 1.332 0.54
C 6.054 1.155 2.566 -1.26
O 5.422 2.977 1.259 -0.54
H 7.147 1.522 -0.710 0.35
H 7.804 0.391 0.477 0.30
H 7.649 -0.044 -1.260 0.41
H 5.821 -0.883 0.596 0.45
H 5.443 -0.538 -1.096 0.38
H 3.410 0.866 1.704 0.74
H 3.522 -0.516 0.499 0.11
H 2.743 0.938 -1.262 -0.04
H 2.988 2.314 -0.271 0.85
H -0.070 2.831 1.445 -0.11
H 1.701 4.649 0.516 0.48
H 1.465 3.728 -0.932 0.36
H 0.068 4.484 -0.077 0.33
H -1.009 -2.337 -0.134 0.17
H -1.515 -1.514 -1.573 0.15
H -3.290 -2.253 0.839 0.56
H -3.225 -2.832 -0.773 0.18
H -4.713 -1.293 -1.569 0.46
H -3.858 0.020 -0.670 0.00
H -5.860 0.014 0.457 0.52
H -4.788 -0.898 1.467 0.12
H -7.108 -1.756 0.168 0.32
H -6.657 -0.602 2.698 0.30
H -6.239 -1.855 3.835 0.26
H -7.919 -1.721 3.246 0.33
H -2.498 1.536 3.558 0.47
H -0.902 1.854 2.987 0.40
H -2.268 2.667 2.254 0.34
H -0.950 -0.916 3.451 0.41
H -1.811 -2.105 2.415 0.39
H -2.726 -1.040 3.528 0.43
H 1.169 0.658 -2.409 0.64
H -0.113 -0.489 -2.630 0.90
H 2.446 -1.114 -2.222 0.72
H 2.001 -1.252 -0.576 -0.48
H 2.029 -3.260 -2.127 0.54
H 0.810 -3.200 -0.903 0.42
H -1.110 -4.158 -3.706 0.27
H -0.200 -4.857 -2.366 0.33
H -1.538 -3.709 -2.071 0.15
H 0.049 2.516 -1.796 0.18
H -2.021 2.579 -3.096 0.85
H -0.220 0.791 -4.500 0.37
H 0.534 2.231 -3.842 0.30
H -0.881 2.349 -4.976 0.39
H 6.193 0.079 2.427 0.32
H 7.034 1.615 2.699 0.39
H 5.487 1.329 3.481 0.34
```

=====

(4)
ORCA calculation (ωB97M-V/def2-TZVPD) on a cluster of 7 separate species, C27H48F3NO6S in total.

Electronic energy (a.u.): -2261.5595
SMILES: FC(F)(F)CCc1ccc2c(c1)Nc1ccccc1S2.CCO.CCO.CCO.CCO.CCO.CCO
LUMO energy (eV): 0.39
Orbital gap (eV): 8.3
HOMO (eV): -7.91
Charge: 0

Structure (XYZ):
```
86
Properties=species:S:1:pos:R:3:mulliken_charge:R:1
F -3.492 5.055 4.615 -0.27
C -4.176 4.153 3.869 0.80
F -4.511 4.767 2.713 -0.26
F -5.333 3.894 4.531 -0.28
C -3.396 2.883 3.653 -0.73
C -1.978 3.108 3.129 -0.74
C -1.765 2.992 1.636 0.99
C -2.662 2.394 0.755 -0.40
C -2.412 2.338 -0.606 -1.10
C -1.228 2.860 -1.105 0.95
C -0.309 3.452 -0.242 -0.75
C -0.593 3.526 1.111 -0.59
N 0.928 3.970 -0.749 -0.19
C 0.720 4.806 -1.891 0.05
C 1.304 6.064 -1.944 -0.61
C 1.123 6.870 -3.056 -0.54
C 0.352 6.425 -4.126 -0.51
C -0.256 5.182 -4.076 -0.58
C -0.074 4.381 -2.953 0.79
S -0.845 2.800 -2.823 -0.36
H -3.989 2.224 3.025 0.06
H -3.356 2.403 4.630 0.31
H -1.687 4.124 3.399 0.51
H -1.275 2.463 3.653 0.46
H -3.591 1.970 1.109 0.32
H -3.129 1.889 -1.278 0.47
H 0.141 3.994 1.754 0.44
H 1.495 3.160 -1.007 0.09
H 1.919 6.414 -1.128 0.43
H 1.572 7.851 -3.107 0.41
H 0.201 7.046 -4.997 0.40
H -0.870 4.821 -4.888 0.40
C 4.750 0.516 -1.350 -1.08
C 3.466 0.883 -0.629 0.31
O 2.511 1.400 -1.564 -0.42
H 5.150 1.385 -1.869 0.14
H 5.506 0.147 -0.653 0.39
H 4.564 -0.261 -2.095 0.33
H 3.645 1.675 0.097 0.30
H 3.045 0.027 -0.104 -0.14
H 2.335 0.706 -2.206 0.20
C 0.687 -2.778 2.105 -0.75
C 1.364 -1.426 1.996 -0.23
O 1.042 -0.740 0.789 -0.45
H 0.961 -3.409 1.258 0.27
H 0.979 -3.289 3.026 0.39
H -0.396 -2.670 2.103 -0.06
H 2.449 -1.546 1.984 0.34
H 1.104 -0.796 2.854 0.24
H 0.089 -0.587 0.782 0.18
C -3.663 -2.149 2.833 -1.13
C -3.064 -0.768 2.647 -0.09
O -2.211 -0.700 1.509 -0.22
H -2.872 -2.893 2.927 0.18
H -4.292 -2.186 3.724 0.41
H -4.272 -2.424 1.969 0.29
H -2.444 -0.497 3.501 0.27
H -3.864 -0.023 2.556 0.14
H -2.734 -0.929 0.733 0.20
C -3.361 -6.859 0.781 -1.15
C -3.324 -5.413 1.234 -0.10
O -2.292 -4.672 0.585 -0.43
H -2.404 -7.346 0.966 0.23
H -4.142 -7.416 1.301 0.35
H -3.557 -6.922 -0.293 0.35
H -3.115 -5.351 2.302 0.30
H -4.289 -4.926 1.051 0.25
H -2.458 -4.702 -0.362 0.24
C 1.521 -9.581 0.085 -1.09
C 0.240 -8.774 -0.004 -0.13
O -0.822 -9.361 0.745 -0.52
H 1.353 -10.598 -0.267 0.27
H 2.311 -9.128 -0.515 0.34
H 1.869 -9.639 1.119 0.33
H -0.114 -8.729 -1.033 0.29
H 0.412 -7.748 0.339 0.21
H -0.546 -9.403 1.666 0.29
C 5.306 3.692 -5.476 -1.17
C 5.323 3.028 -4.112 -0.01
O 6.537 2.313 -3.885 -0.55
H 5.439 2.947 -6.260 0.30
H 4.364 4.216 -5.644 0.33
H 6.120 4.415 -5.564 0.34
H 4.522 2.296 -4.030 0.18
H 5.181 3.770 -3.320 0.27
H 7.264 2.941 -3.935 0.29
```

=====

(5)
ORCA calculation (ωB97M-V/def2-TZVPD) on a structure of composition C27H48IrOP2 in a non-equilibrium geometry.

Electronic energy (a.u.): -1918.8679
LUMO energy (spin up / spin down) (eV): -6.19 / -9.28
Orbital gap (spin up / spin down) (eV): 6.0 / 5.1
HOMO (spin up / spin down) (eV): -12.15 / -14.40
Charge: +2
Multiplicity: 6
⟨S²⟩: 8.79

Structure (XYZ):
```
79
Properties=species:S:1:pos:R:3:mulliken_charge:R:1
P 0.933 -1.554 -2.647 1.09
P 0.197 1.145 -3.948 0.66
C 0.305 -1.545 -4.364 -1.46
C 0.512 -0.260 -5.140 -1.13
H -0.774 -1.756 -4.358 0.52
H 0.812 -2.389 -4.833 0.76
H 1.555 -0.094 -5.466 0.49
H -0.221 -0.215 -5.973 0.51
C -0.574 2.146 -5.433 -1.42
H -0.805 3.196 -5.201 0.32
H -1.516 1.730 -5.804 0.39
H 0.104 2.202 -6.298 0.56
C 1.676 2.272 -3.901 -1.19
H 2.220 2.151 -4.850 0.55
H 2.223 1.895 -2.987 0.24
H 1.295 3.311 -3.742 0.40
C -0.216 -3.002 -2.365 -1.22
H -0.414 -3.264 -1.318 0.31
H 0.178 -3.853 -2.934 0.41
H -1.190 -2.728 -2.802 0.40
C 2.771 -1.776 -2.967 -1.51
H 3.362 -0.901 -2.659 0.44
H 2.745 -1.914 -4.041 0.53
H 3.291 -2.643 -2.558 0.43
Ir 1.648 -0.308 -1.247 1.16
C -1.651 3.258 -2.624 -0.40
C -2.464 3.720 -3.593 -0.92
C -3.853 3.206 -3.940 -0.88
C -4.211 1.661 -3.984 -1.01
C -3.118 0.621 -4.018 -0.72
C -2.742 0.072 -2.833 -1.06
C -1.837 0.783 -1.737 1.09
C -1.961 2.311 -1.473 1.08
C 2.134 -2.131 -0.515 -1.77
H -0.542 3.493 -2.683 0.74
H -2.090 4.506 -4.282 0.61
H -4.108 3.695 -4.898 0.41
H -4.507 3.619 -3.191 0.35
H -4.875 1.444 -3.096 0.35
H -4.854 1.503 -4.895 0.34
H -2.686 0.317 -4.985 0.90
H -2.830 -1.009 -2.679 0.66
H -0.728 0.549 -1.918 -1.68
H -2.015 0.123 -0.843 0.61
H -2.934 2.525 -0.991 0.68
H -1.197 2.577 -0.744 -1.40
H 3.169 -1.952 -0.154 0.56
H 2.044 -2.985 -1.197 0.74
H 1.393 -2.281 0.276 0.24
C 0.046 4.591 1.101 -1.91
C 0.718 3.246 0.825 1.89
C 2.207 3.352 1.118 -1.56
C 0.061 2.165 1.665 1.13
C -0.802 2.513 2.707 -0.72
C -1.388 1.548 3.496 -1.46
C -1.062 0.201 3.284 -0.69
C -0.214 -0.219 2.273 0.52
C 0.055 -1.719 2.216 2.02
C 1.433 -2.027 2.826 -1.27
C -1.028 -2.632 2.789 -2.09
C 0.373 0.778 1.393 0.56
O 1.242 0.575 0.427 -1.07
H 0.315 4.877 2.123 0.50
H -1.047 4.556 1.012 0.37
H 0.442 5.352 0.419 0.42
H 0.615 2.971 -0.238 -0.68
H 2.344 3.644 2.166 0.39
H 2.717 2.404 0.925 0.35
H 2.625 4.135 0.472 0.42
H -0.985 3.562 2.968 0.46
H -2.075 1.790 4.306 0.43
H -1.495 -0.568 3.898 0.48
H 0.022 -1.961 1.142 -0.70
H 1.483 -1.754 3.890 0.38
H 1.664 -3.091 2.731 0.40
H 2.215 -1.448 2.317 0.33
H -2.014 -2.318 2.429 0.44
H -0.879 -3.652 2.415 0.47
H -1.009 -2.664 3.881 0.43
```